Molecular formula: C37H40N15O2SSrTe
Method: DFT, ωB97M-V/def2-TZVPD

Element x y z (Å)
Sr 1.22988 -0.78820 -0.96461
C -0.43201 -5.45659 1.03743
C -1.76951 -5.57759 0.64451
C -2.49808 -4.44341 0.37067
C -1.87429 -3.18468 0.44427
N -0.60311 -3.07018 0.84121
C 0.07982 -4.18277 1.13341
N -2.52984 -2.05788 -0.00885
C -2.20073 -0.89686 0.43361
N -2.34399 0.26615 -0.27132
C -1.75755 1.25516 0.44703
N -1.60743 2.46663 -0.00082
C -0.54248 3.24377 0.41261
C -0.66335 4.64849 0.38566
C 0.42998 5.43457 0.67354
C 1.65054 4.83980 0.99558
C 1.68935 3.45807 1.01350
N 0.63820 2.66440 0.73734
C -1.40568 0.74930 1.83620
C -1.09058 1.40451 3.01235
C -1.07960 0.66159 4.19259
C -1.37769 -0.70116 4.17755
C -1.68843 -1.34536 2.98303
C -1.68961 -0.59637 1.82420
H 0.18810 -6.32468 1.24557
H -2.23066 -6.55688 0.55466
H -3.54003 -4.48263 0.07391
H 1.09691 -4.03044 1.46985
H -1.62998 5.07800 0.14525
H 0.34043 6.51349 0.65459
H 2.53324 5.42838 1.21968
H 2.61644 2.93872 1.26305
H -0.88379 2.47061 3.02303
H -0.84416 1.14918 5.13196
H -1.37553 -1.26258 5.10598
H -1.94372 -2.40050 2.97097
N 2.45588 -2.80754 -7.49372
C 2.70818 -2.11042 -6.31733
C 3.39746 -0.88425 -6.35291
C 3.60203 -0.15151 -5.20232
C 3.11914 -0.63686 -3.99032
C 2.44884 -1.86478 -3.93984
C 2.24864 -2.60625 -5.08913
S 3.43127 0.20298 -2.48050
O 4.61485 0.99171 -2.62826
O 3.54921 -0.89300 -1.49134
N 2.14228 0.98642 -1.99561
C 1.02039 1.12175 -2.84291
N -0.13664 0.70926 -2.29482
C -1.26302 0.89152 -3.02311
C -1.22432 1.44713 -4.27873
C 0.02781 1.75017 -4.78216
N 1.16036 1.58647 -4.08673
H 3.04995 -2.61845 -8.28020
H 2.16826 -3.76512 -7.39927
H 3.77794 -0.51604 -7.30226
H 4.14502 0.78880 -5.22474
H 2.11003 -2.27756 -2.98857
H 1.73448 -3.56301 -5.03360
H -2.18198 0.55766 -2.54363
H -2.12868 1.60938 -4.85203
H 0.14571 2.14142 -5.78900
N -2.67820 -5.56398 -4.38635
C -1.82680 -4.83509 -4.05028
N -0.80198 -4.05380 -3.76926
C -0.45401 -3.26859 -2.80624
N -0.03045 -2.55105 -1.97839
C 3.88600 -4.39815 1.96005
Te 3.65010 -2.79760 0.58331
C 3.61220 -4.11307 -1.08690
H 4.65438 -5.07468 1.57722
H 2.95275 -4.95170 2.13280
H 4.22847 -3.96413 2.90695
H 4.23678 -4.97532 -0.86428
H 4.02374 -3.57387 -1.94393
H 2.58887 -4.42213 -1.29733
C 4.54099 1.95160 0.83702
N 4.18311 1.08577 1.95042
C 5.34636 0.36334 2.48814
C 2.97162 0.42109 1.88502
N 2.14099 0.35706 0.87878
N 2.61473 -0.22304 3.06398
C 1.31924 -0.91716 3.06121
C 2.84855 0.46983 4.33733
H 5.38912 2.56505 1.14359
H 3.71318 2.61551 0.58397
H 4.83406 1.39824 -0.05115
H 5.95063 -0.04809 1.67620
H 5.02870 -0.46026 3.12135
H 5.96974 1.04329 3.07605
H 2.53705 0.74048 0.00163
H 1.16007 -1.44951 2.14535
H 0.49299 -0.20891 3.18319
H 1.30319 -1.62972 3.89084
H 3.63600 1.20928 4.24144
H 3.12855 -0.24894 5.11305
H 1.93332 0.98090 4.65921

Cartesian forces (eV/Å) of the 2 atoms listed first:
Sr -3.12 -3.43 2.87
C -0.16 -0.23 -0.06

As for the net charge: -1. As for the HOMO energy: -4.8 eV. The energy above the lowest of the compared OMol25 structures with the same formula, charge and spin is 232.9 kJ/mol. The calculation puts the HOMO-LUMO gap at 6.66 eV.

Molecular formula: C40H68GeInN7OP3S
Method: DFT, ωB97M-V/def2-TZVPD

Element x y z (Å)
In -2.50920 0.48967 -0.60391
C -0.69510 4.45652 2.03067
C -0.39035 4.34183 3.54081
C -1.21555 5.53567 4.14805
P -1.07289 2.61409 4.01769
C 0.21011 1.40817 3.22736
N 1.51410 1.57578 2.49603
Ge 1.59531 0.60713 0.88853
N 1.70387 -1.23679 1.01497
C 1.02735 -2.42656 1.60013
P 0.19688 -3.52284 0.43821
C 0.32488 -5.09835 1.31289
C 0.43158 -5.27304 2.84878
C 1.36717 -5.97716 0.61328
C 0.35271 -8.02901 -3.07297
C -1.17066 -8.02229 -2.80266
C 1.03235 -9.33115 -3.04856
C 2.99952 -1.42562 0.72531
C 3.51079 -2.72008 0.55578
C 4.72942 -2.87241 -0.13749
C 5.63688 -1.80932 -0.44120
C 5.28904 -0.55186 -0.04327
C 3.99439 -0.39401 0.45684
N 3.63208 0.96479 0.97112
C 4.04169 1.35089 2.32208
C 5.37727 1.60119 2.74363
C 5.46871 2.24525 3.97390
C 4.36780 2.73709 4.64344
C 3.06533 2.36519 4.29379
C 2.85307 1.67962 3.06742
C 3.78841 2.06884 0.04887
C 4.71728 3.09983 0.11612
C 4.91777 3.74015 -1.11238
C 4.15889 3.43530 -2.24689
C 3.07613 2.62631 -2.18804
C 2.81738 1.99222 -0.97832
N 1.84002 1.02659 -0.92192
C 0.96397 0.63135 -2.00990
P -0.63143 1.45701 -2.37053
C 1.55990 1.67777 -6.42104
C 0.39372 1.32727 -5.85633
C 1.89544 3.11950 -6.15456
C -0.63704 3.44078 -1.70965
C -2.12115 3.85449 -1.69081
C 0.00315 4.40259 -2.78994
C -1.48181 3.03065 5.84908
C -3.07007 3.41401 5.75592
C -0.46880 4.07796 6.56496
H -1.74013 4.41320 1.82572
H -0.10379 3.81838 1.36082
H -0.41785 5.51859 1.77842
H 0.68001 4.43445 3.81677
H -2.26904 5.32300 3.83000
H -0.86865 6.49413 3.74413
H -1.12335 5.62668 5.22423
H -0.44555 1.43266 2.36746
H -0.10308 0.47997 3.74182
H 0.32458 -1.95097 2.32423
H 1.78725 -2.77247 2.30446
H -0.66345 -5.37767 0.96007
H 1.49457 -5.05050 3.11314
H 0.30159 -6.32144 3.12050
H -0.30596 -4.62775 3.40159
H 2.23083 -5.58209 1.07498
H 1.36628 -5.89473 -0.50654
H 1.37509 -7.02877 0.90420
H 0.86337 -7.11359 -3.35191
H -1.72379 -8.83316 -3.24485
H -1.59497 -7.30032 -3.46030
H -1.43636 -7.93452 -1.74349
H 0.78495 -9.83275 -4.03891
H 0.48547 -9.99017 -2.40674
H 2.10583 -9.39716 -2.93586
H 2.79427 -3.55043 0.62357
H 4.92184 -3.89919 -0.45427
H 6.57678 -2.08725 -0.89047
H 6.01273 0.23979 -0.10175
H 6.29201 1.34337 2.25019
H 6.46251 2.45400 4.35210
H 4.58592 3.35520 5.53844
H 2.21635 2.57868 4.94699
H 5.31553 3.28952 0.99292
H 5.65650 4.55077 -1.17199
H 4.46107 3.86974 -3.15844
H 2.42225 2.36152 -3.04050
H 0.72011 -0.47033 -1.95570
H 1.58561 0.78009 -2.92655
H 1.95606 0.65291 -6.57853
H -0.04873 0.39597 -5.84652
H -3.26250 -7.91105 -5.36824
H -0.25410 2.18759 -5.94899
H 1.22951 3.74833 -6.78474
H 2.88505 3.39993 -6.50378
H 1.76865 3.49374 -5.13275
H -0.24221 3.64440 -0.74741
H -2.63982 3.80898 -2.67911
H -2.14741 4.95505 -1.51020
H -2.78297 3.37199 -0.93850
H -0.47544 4.41118 -3.77689
H 1.03910 4.15077 -2.85389
H -0.02138 5.43620 -2.45491
H -1.18150 2.02207 6.27190
H -3.39481 4.40367 5.42285
H -3.88972 3.40036 6.63676
H -3.81162 3.00016 4.89088
H -0.77140 5.12842 6.43820
H 0.53313 4.04018 5.92087
H -0.32642 3.85377 7.74569
N -8.85693 -3.53020 -3.33243
N -8.91194 -5.01472 -2.79951
C -9.50272 -5.25400 -1.57430
N -8.73165 -6.14502 -0.85574
S -10.82347 -4.57822 -0.91910
H -9.62111 -3.52539 -3.88602
H -8.80980 -2.86413 -2.41782
H -8.12767 -5.53142 -3.20584
H -7.79629 -6.44585 -1.06917
H -9.24496 -6.67096 -0.17766
O -11.11969 5.94347 -6.59701
H -10.69050 5.09598 -6.59114
H -10.75732 6.22625 -5.74111
H -1.58507 -0.35387 1.09039

Cartesian forces (eV/Å) of the 2 atoms listed first:
In 1.21 -0.26 0.84
C 2.21 1.91 -0.10

As for the multiplicity: 2. As for the net charge: +2. As for the HOMO energy (spin up / spin down): -10.9 / -10.9 eV. The energy above the lowest of the compared OMol25 structures with the same formula, charge and spin is 0.0 kJ/mol. The calculation puts the HOMO-LUMO gap (spin up / spin down) at 2.05 / 2.05 eV.

Molecular formula: H4N4O
Method: DFT, ωB97M-V/def2-TZVPD

Element x y z (Å)
N -0.12504 1.42670 -1.05626
N 0.37845 0.93046 0.10245
N -0.24841 -0.51086 0.25398
N 0.33276 -1.09451 1.30592
O -0.73276 -1.10954 -0.72563
H -0.27999 0.48602 -1.50972
H -0.82372 2.18808 -1.04352
H 0.81829 -0.33708 1.67411
H 0.68043 -1.97927 0.99867

Cartesian forces (eV/Å) of the 2 atoms listed first:
N 1.07 -2.30 0.59
N -2.36 -1.49 0.18

As for the HOMO energy (spin up / spin down): -8.7 / -8.2 eV. The energy above the lowest of the compared OMol25 structures with the same formula, charge and spin is 168.7 kJ/mol. The calculation puts the HOMO-LUMO gap (spin up / spin down) at 8.86 / 8.22 eV. Its SMILES is N/N=[N+](/N)[O-].

Molecular formula: C6H13Cl10HgO
Method: DFT, ωB97M-V/def2-TZVPD

Element x y z (Å)
Hg 0.36697 3.44596 -1.75158
C -0.42780 1.24668 0.37585
O 0.58010 1.68285 -0.48372
H -1.07315 2.10693 0.58996
H -1.03088 0.44316 -0.06162
H -0.09559 0.83545 1.33691
C -3.91597 2.45245 -1.45880
Cl -4.76427 3.97649 -1.23623
Cl -2.29103 2.59568 -2.22779
H -3.73219 1.94411 -0.51762
H -4.50414 1.78555 -2.08230
C -2.77956 -2.36262 0.09803
Cl -1.11909 -2.87394 0.43576
Cl -2.90216 -2.06966 -1.65567
H -3.51046 -3.09171 0.42889
H -2.94096 -1.41815 0.60763
C 1.42753 -1.59595 -2.03202
Cl 2.32174 -0.79143 -3.32945
Cl 1.22248 -3.29644 -2.35109
H 1.99161 -1.47130 -1.11038
H 0.47517 -1.08476 -1.91760
C 3.82485 1.12799 0.37003
Cl 4.75942 -0.14743 -0.46373
Cl 4.83801 2.08078 1.47399
H 3.39592 1.75235 -0.40402
H 3.09766 0.60118 0.97745
C 1.31920 -1.61883 3.16738
Cl 0.18780 -0.75290 4.19857
Cl 3.01781 -1.36759 3.49662
H 1.21480 -2.67573 3.39774
H 1.04616 -1.45914 2.12878

Cartesian forces (eV/Å) of the 2 atoms listed first:
Hg -0.18 -1.49 1.19
C -1.46 0.34 -0.37

As for the net charge: +1. As for the HOMO energy: -13.1 eV. The energy above the lowest of the compared OMol25 structures with the same formula, charge and spin is 91.2 kJ/mol. The calculation puts the HOMO-LUMO gap at 4.67 eV.